1.
The following is a quantum chemistry calculation of a molecular structure, C5H7NO2, from the OMol25 dataset.

Computed properties:
LUMO energy ... 0.78 eV
Energy above the lowest of the compared OMol25 structures with the same formula, charge and spin ... 125.8 kcal per mole
HOMO ... -8.71 eV
Orbital gap ... 0.3489 Eh

The geometry in ORCA input format:
```
! wB97M-V def2-TZVPD RIJCOSX def2/J DEFGRID3
* xyz 0 1
C -0.382 -0.543 -0.216
H -3.192 0.137 0.526
H 0.184 1.744 -1.215
H -0.392 0.766 1.624
C 1.539 0.899 0.057
H -0.143 -0.106 -1.230
N 0.381 1.697 -0.159
H -2.198 0.469 -1.097
H 2.439 0.992 -0.749
C 1.124 -0.658 -0.020
O 1.883 -1.528 0.059
H 2.096 1.403 0.916
O -1.674 -1.170 0.022
C -2.143 0.244 -0.071
C -0.661 0.775 0.532
*
```



2.
The following is a quantum chemistry calculation of a molecular structure, C21H19F5N2O4PdSe, from the OMol25 dataset.

Computed properties:
LUMO energy (alpha / beta) ... -1.29 / -1.29 eV
HOMO (alpha / beta) ... -8.53 / -8.53 eV
Orbital gap (alpha / beta) ... 0.2660 / 0.2661 Eh

The geometry in ORCA input format:
```
! wB97M-V def2-TZVPD RIJCOSX def2/J DEFGRID3
* xyz 0 1
C 0.165 -3.523 1.396
C 0.665 -4.809 1.269
F 0.585 -1.633 -2.484
H -1.769 4.327 -0.584
C -0.687 -2.993 0.428
C -1.665 -1.226 1.961
O 0.062 -0.719 0.344
F 3.185 -1.594 -2.669
C -0.560 -5.066 -0.779
C 1.324 5.394 -0.398
C 0.703 3.772 -1.775
H 2.899 2.522 -2.861
H 3.683 4.084 -3.208
H 0.682 -6.593 0.075
H -0.816 3.292 0.500
H -0.945 5.038 0.822
H 0.845 -1.024 0.815
H -3.904 -2.451 4.184
C 1.164 -0.420 -2.433
H 0.419 -2.931 2.269
C 0.301 -5.585 0.176
O -1.837 -0.260 -1.354
Se -0.345 2.516 -2.688
H -0.853 -5.670 -1.628
N 0.314 4.525 -0.736
H -0.521 0.566 2.229
H -1.732 -3.382 -1.404
C -2.622 -2.072 2.516
O 1.282 1.843 -0.518
H 1.241 6.079 0.425
C -1.053 -3.774 -0.658
F 2.657 -1.028 -0.655
H -2.954 -2.937 1.958
H 1.327 -5.209 2.027
Pd 0.036 0.718 -1.235
N 1.914 4.208 -2.143
C -1.257 -0.098 2.663
H -3.158 -0.456 5.444
H -1.464 1.052 4.460
C -2.179 -1.135 -0.487
C -2.742 -0.668 4.468
F 3.347 0.472 -2.070
C -1.794 0.175 3.916
H 3.284 5.679 -1.374
O -3.261 -1.688 -0.404
H 2.243 3.589 -4.123
C -1.111 -1.541 0.579
C -3.158 -1.791 3.761
C 2.619 -0.635 -1.931
C -0.887 4.279 0.047
F 1.264 0.025 -3.697
C 2.327 5.198 -1.283
C 2.736 3.555 -3.155
*
```



3.
The following is a quantum chemistry calculation of a molecular structure, C51H65BF6N3O7P2S2SiSn, from the OMol25 dataset.

Computed properties:
LUMO energy ... -3.46 eV
Energy above the lowest of the compared OMol25 structures with the same formula, charge and spin ... 0.0 kcal per mole
HOMO ... -10.51 eV
Orbital gap ... 0.2593 Eh

The geometry in ORCA input format:
```
! wB97M-V def2-TZVPD RIJCOSX def2/J DEFGRID3
* xyz 1 1
C -3.180 2.740 -0.200
H -3.459 -2.992 -1.046
H -2.635 2.209 4.901
H 0.532 -5.514 0.858
H -2.967 2.308 -2.288
N 2.339 1.201 -3.243
H 0.339 2.381 2.029
H -1.218 -5.486 4.186
C -0.252 3.223 3.928
S 3.387 1.024 -2.072
H 3.815 5.815 0.182
C -2.545 4.134 -0.317
P 0.953 -2.667 -0.352
H -4.005 2.790 0.522
H -1.716 1.153 2.852
F 5.133 2.567 -3.252
H -1.735 4.093 -1.052
C 5.395 -3.484 -1.137
H -0.656 -6.535 -3.034
H -1.503 -3.904 0.765
C -2.717 3.161 4.364
C -4.726 -1.387 1.625
C 0.695 -0.571 4.437
H -1.546 4.936 4.065
H -5.647 3.358 -1.296
O 2.372 0.669 1.538
C -3.016 -0.036 0.567
C 5.059 -2.496 -0.015
C 0.685 5.019 -2.823
H -2.374 -5.215 -4.246
C 1.058 -0.171 3.172
O 0.895 -0.800 -3.662
C 0.574 -5.270 2.992
C -4.545 -2.372 0.668
H -0.078 2.291 4.476
C 2.043 5.717 -0.811
C -0.790 -5.482 -2.822
H 1.010 -2.736 2.018
H 1.325 3.226 -0.041
N 3.201 5.207 -0.335
F 5.404 0.458 -3.665
H 5.697 -2.693 0.851
H -3.328 -0.781 -3.674
H -1.320 -2.256 1.348
F 1.298 -0.026 -6.672
H -0.299 -0.935 4.656
H 5.275 -1.479 -0.340
B 1.119 0.394 1.060
H -1.697 -0.431 -4.283
C -2.823 -1.030 -0.409
H 0.756 -5.453 -1.368
H -5.453 -1.518 2.416
O 1.664 6.857 -0.654
H 4.291 0.789 3.589
H 3.698 0.056 5.901
C 3.587 -2.600 0.419
C 0.011 -4.863 -1.876
O 3.160 -0.789 -4.668
C -4.213 4.754 -2.096
F 5.941 1.258 -1.727
H -4.972 5.477 -2.398
H -2.092 4.452 0.621
H 6.468 -3.681 -1.152
Sn 0.256 0.444 -0.973
C -2.384 -0.276 -3.452
C 3.307 0.411 3.829
F 2.158 1.846 -6.007
C 3.101 -4.558 -1.106
C 5.082 1.342 -2.738
H -4.359 5.244 -0.005
H 1.072 -4.624 3.725
C -1.407 -3.750 2.907
H -4.114 0.524 2.327
C 1.685 -0.477 5.413
H -2.621 0.780 -3.368
H 3.241 -1.627 0.776
H 4.948 -5.547 -1.643
C 2.960 0.000 5.114
H 2.916 -2.495 -1.603
O 3.205 2.098 -1.128
C -3.967 -0.230 1.568
H -3.094 3.834 2.364
H -3.930 2.357 2.774
H -0.960 -3.085 3.654
C 4.617 -4.779 -0.943
C -3.580 5.161 -0.771
C 0.520 -3.402 1.295
H -3.444 4.764 -2.879
C -2.979 2.879 2.884
C 0.987 -4.833 1.586
C 2.703 -3.115 -0.729
H -0.605 3.837 1.901
C 1.370 0.840 -5.671
H -2.491 -3.667 3.016
H -3.568 3.691 4.795
C -1.750 -4.748 -3.496
H -2.670 -2.853 -3.736
H 0.661 3.814 4.015
H -5.229 3.052 -2.971
H -3.115 6.146 -0.849
H -5.127 -3.284 0.701
H -1.248 4.154 5.606
C -4.814 3.355 -2.008
H -0.841 2.059 -3.348
C -0.280 2.844 -2.860
C -1.118 -2.763 -2.235
H 2.816 -4.735 -2.145
H 0.880 5.983 -3.274
H 2.576 -5.297 -0.504
H 1.460 -0.778 6.426
C 0.939 3.491 -1.016
C -0.124 -3.506 -1.576
C -0.077 4.061 -3.475
H 0.926 -6.286 3.181
C -3.773 2.337 -1.547
H 2.066 -4.922 1.476
N 0.216 2.567 -1.648
O 0.283 -0.139 2.024
H -4.209 1.336 -1.502
Si -1.662 -1.003 -1.899
C -1.810 2.081 2.277
H -1.431 -5.859 2.485
C -0.519 2.898 2.460
S 2.021 -0.076 -4.199
C -1.433 3.960 4.548
P -2.011 1.492 0.511
C -0.935 -5.173 3.180
C -0.993 -3.285 1.514
H 3.496 -3.288 1.265
H 3.492 4.265 -0.547
C -1.908 -3.404 -3.199
H -0.489 4.239 -4.458
H 4.825 -5.167 0.059
C 2.319 0.311 2.877
H 5.150 -3.050 -2.111
C -3.600 -2.193 -0.330
O 3.398 -0.318 -1.557
F 0.140 1.314 -5.433
C 1.208 4.723 -1.572
*
```



4.
The following is a quantum chemistry calculation of 2 unconnected molecules or ions with the total composition C5H13N3O2, from the OMol25 dataset.

Computed properties:
LUMO energy (alpha / beta) ... -0.49 / -0.50 eV
Energy above the lowest of the compared OMol25 structures with the same formula, charge and spin ... 110.4 kcal per mole
HOMO (alpha / beta) ... -8.74 / -8.74 eV
Orbital gap (alpha / beta) ... 0.3029 / 0.3029 Eh

The geometry in ORCA input format:
```
! wB97M-V def2-TZVPD RIJCOSX def2/J DEFGRID3
* xyz 0 1
C 1.660 1.822 -0.272
H 2.452 2.409 -0.743
H 2.353 0.073 -1.298
H 0.887 0.784 -2.022
O 1.418 -1.039 0.812
C -1.035 0.057 0.818
H -1.740 -1.944 0.832
N -1.704 -1.073 1.339
H -0.282 -2.529 -0.632
N -0.461 0.924 1.769
H 0.993 -2.024 -1.786
H -3.274 -0.280 -0.138
H 0.330 0.504 2.247
H 0.794 2.481 -0.285
H -1.299 -1.310 2.241
C 0.707 -0.679 -0.133
C 1.405 0.571 -1.089
O -2.568 -0.063 -0.810
H 2.043 1.562 0.714
H -0.494 -1.200 -1.844
N -1.675 0.746 -0.185
H -0.693 1.894 1.610
C 0.182 -1.686 -1.144
*
```



5.
The following is a quantum chemistry calculation of a single C3H3NO2 molecule, from the OMol25 dataset.

Computed properties:
LUMO energy ... 0.19 eV
Energy above the lowest of the compared OMol25 structures with the same formula, charge and spin ... 138.5 kcal per mole
HOMO ... -9.59 eV
Orbital gap ... 0.3595 Eh

The geometry in ORCA input format:
```
! wB97M-V def2-TZVPD RIJCOSX def2/J DEFGRID3
* xyz 0 1
C -0.367 -1.528 -0.418
H -0.232 -2.189 0.436
N -0.948 1.323 0.409
O 0.390 1.569 0.552
C 1.091 0.565 -0.108
H 2.186 0.564 -0.457
C 0.384 -0.497 -0.340
H -0.990 -1.809 -1.246
O -1.516 2.001 1.172
*
```



6.
The following is a quantum chemistry calculation of a molecular structure, C5H7NO, from the OMol25 dataset.

Computed properties:
LUMO energy ... 0.50 eV
Energy above the lowest of the compared OMol25 structures with the same formula, charge and spin ... 128.2 kcal per mole
HOMO ... -8.97 eV
Orbital gap ... 0.3479 Eh

The geometry in ORCA input format:
```
! wB97M-V def2-TZVPD RIJCOSX def2/J DEFGRID3
* xyz 0 1
C 0.544 -0.062 2.036
H 1.052 -1.007 1.777
H -0.965 1.417 0.989
H -1.309 1.196 -1.437
H -0.599 -0.393 1.560
H 1.472 0.174 -0.010
C -1.008 0.282 -0.906
C -0.366 0.731 0.389
C 0.571 -1.153 -2.505
O 0.551 0.547 3.089
H -1.936 -0.257 -0.681
N 0.946 0.759 0.641
C -0.143 -0.519 -1.772
H 1.190 -1.716 -3.170
*
```



7.
The following is a quantum chemistry calculation of a molecular structure, C42H42BGeN6O8Sc, from the OMol25 dataset.

Computed properties:
LUMO energy (alpha / beta) ... 2.12 / 2.09 eV
Energy above the lowest of the compared OMol25 structures with the same formula, charge and spin ... 44.5 kcal per mole
HOMO (alpha / beta) ... -2.96 / -3.82 eV
Orbital gap (alpha / beta) ... 0.1865 / 0.2172 Eh

The geometry in ORCA input format:
```
! wB97M-V def2-TZVPD RIJCOSX def2/J DEFGRID3
* xyz -1 2
H -5.285 -2.687 4.239
H -3.530 -2.594 4.462
H -1.555 -3.800 -5.136
H -4.524 -1.164 4.714
H 4.867 0.822 -3.290
C 3.860 2.666 4.037
C 3.551 2.578 2.689
C -2.924 2.487 -3.110
H -5.686 1.073 -2.563
H 4.883 2.523 4.359
C 2.240 2.751 2.236
H -1.252 6.966 -1.943
O -3.069 -0.811 2.571
H -2.995 -4.164 3.083
C 4.483 3.367 -0.427
C 0.035 -2.955 -4.007
H -4.711 -4.507 2.810
C 1.246 2.972 3.195
H 5.526 -0.699 -0.196
H -4.601 -3.746 -0.159
C 5.793 2.424 -2.207
C -5.430 -0.766 2.241
O 1.794 -0.458 0.962
H -5.413 2.793 -2.949
C -4.943 -2.955 0.509
C -1.271 -3.272 -4.233
H -6.360 -1.334 2.263
C 1.553 3.053 4.546
C 4.133 -0.759 1.402
C 5.073 -0.635 3.623
H -0.938 2.872 -3.766
O -0.499 1.563 0.828
N -0.564 -1.883 -1.917
C -2.245 -2.915 -3.276
H -5.501 2.241 -1.257
C 6.527 -0.584 1.705
C 4.763 1.543 -2.490
C -3.212 0.817 -1.401
H 0.811 -3.225 -4.711
C -3.784 -4.186 2.335
N 1.859 -1.386 -1.268
C 3.959 -0.713 2.789
C 0.807 4.078 -0.342
C 1.721 -2.010 -2.432
C -1.838 -2.222 -2.163
C 5.421 -0.685 0.880
C -4.405 -2.058 4.103
C 6.344 -0.568 3.085
C 2.962 -0.874 0.508
H -1.382 6.547 0.491
H 2.801 0.874 -1.972
C -4.244 -1.632 2.648
O 0.178 1.114 -2.075
H -5.283 -0.346 1.252
O -2.671 -2.509 1.075
O -3.989 0.198 -0.686
H 1.477 3.699 -2.345
O 2.747 -0.747 3.367
H 0.193 5.536 -3.356
C 2.863 2.908 4.969
C -0.681 6.160 -1.498
N 3.099 -1.377 -0.674
H -5.935 -3.220 0.875
H 6.706 2.399 -2.789
C -1.069 1.336 -2.206
H -2.555 -1.919 -1.413
C 3.596 1.568 -1.738
C 0.130 5.358 -2.289
H 4.345 2.357 1.985
O -1.050 -0.747 1.254
C 0.859 4.326 -1.716
C 5.650 3.342 -1.176
N -0.838 1.030 1.815
H 7.518 -0.514 1.281
H 0.212 3.071 2.896
N -1.879 0.630 -1.417
C 0.397 -2.277 -2.817
H -0.080 4.738 1.504
H -5.515 0.057 2.951
C -1.592 2.304 -3.128
H -3.420 3.208 -3.748
C -5.169 1.984 -2.261
H 4.387 4.087 0.377
Ge 1.797 2.537 0.357
H 7.199 -0.495 3.745
C -0.016 4.894 0.436
Sc 0.194 -0.289 -0.425
H 4.907 -0.609 4.690
C -3.944 -2.834 1.652
H 6.450 4.038 -0.953
C 3.444 2.473 -0.690
H 3.104 2.964 6.023
B -2.223 -1.316 1.606
H 2.083 -0.646 2.647
H -5.003 -2.030 -0.058
H -3.509 -4.923 1.584
N -3.734 1.783 -2.279
H -3.288 -3.165 -3.403
C -0.752 5.925 -0.135
H 0.763 3.216 5.268
H 2.579 -2.335 -3.014
*
```



8.
The following is a quantum chemistry calculation of 7 unconnected molecules or ions with the total composition C26H32Cl6N4, from the OMol25 dataset.

Computed properties:
LUMO energy ... 0.18 eV
Energy above the lowest of the compared OMol25 structures with the same formula, charge and spin ... 71.3 kcal per mole
HOMO ... -9.35 eV
Orbital gap ... 0.3503 Eh

The geometry in ORCA input format:
```
! wB97M-V def2-TZVPD RIJCOSX def2/J DEFGRID3
* xyz 0 1
H -20.759 12.487 -7.248
Cl -19.208 5.280 3.141
H -15.205 10.334 2.980
Cl -11.335 9.817 6.087
H -13.846 13.541 -4.477
N -16.704 3.905 8.594
H -10.954 10.906 8.265
H -18.825 10.044 -3.514
C -16.680 10.255 1.251
C -12.255 16.046 -6.145
C -15.626 4.316 7.872
C -16.492 3.032 9.634
H -15.240 1.701 10.711
N -24.875 11.923 1.556
H -23.205 10.978 2.360
H -16.588 9.427 3.318
Cl -18.336 4.102 0.066
C -20.083 10.617 -6.566
N -19.833 12.681 -5.410
H -13.027 12.266 8.234
H -13.640 4.141 7.382
H -26.356 12.776 0.355
H -15.386 13.899 -6.416
H -13.207 11.944 6.434
H -19.092 12.564 -3.468
C -23.699 11.233 -0.986
Cl -15.556 11.438 0.602
H -11.794 14.955 -4.349
H -19.400 8.853 -5.458
C -20.213 11.940 -6.494
Cl -17.144 11.564 3.467
H -11.295 16.535 -6.074
C -19.476 9.929 -5.516
C -23.089 10.862 0.232
C -16.267 10.292 2.737
C -24.823 12.037 -0.935
H -13.223 16.979 -7.887
C -18.968 3.228 1.488
H -17.725 10.562 1.217
H -10.526 11.855 7.012
C -13.624 14.282 -5.231
C -12.775 11.631 7.384
H -17.446 2.875 10.115
C -23.760 11.183 1.456
C -12.516 15.063 -5.145
H -20.057 3.208 1.437
C -14.166 2.837 9.132
H -16.726 9.250 0.830
C -25.392 12.289 0.357
C -14.461 14.447 -6.309
H -23.332 10.830 -1.918
H -25.304 12.397 -1.833
C -11.323 11.157 7.270
C -15.259 2.435 9.918
H -18.420 3.180 3.654
C -13.166 16.176 -7.167
C -19.239 10.614 -4.333
Cl -13.761 10.262 7.858
H -18.594 2.220 1.308
C -19.379 11.992 -4.339
N -14.350 15.478 -7.189
C -18.365 3.771 2.740
H -13.197 2.442 9.398
H -17.281 3.853 2.668
H -22.127 10.373 0.266
C -14.353 3.809 8.122
H -20.127 10.244 -7.579
H -15.798 4.844 6.946
*
```



How do the records compare in largest force on an atom? In the order shown, they have 0.0947; 0.0100; 0.0211; 0.1261; 0.0468; 0.0104; 0.0204; 0.0736 Eh/bohr.